# 1
C3H6O2P | ωB97M-V/def2-TZVPD

CARTESIAN COORDINATES (ANGSTROEM)
P 1.548 -1.542 0.751
O 2.795 -2.187 0.194
O 0.607 -2.462 1.442
C -1.592 0.497 -0.167
C 0.648 -0.559 -0.380
C -0.273 0.544 0.118
H 1.977 -0.414 1.629
H 0.033 -1.368 -0.866
H -1.878 -0.278 -0.818
H 1.565 -0.217 -1.023
H -2.330 1.020 0.324
H 0.213 1.154 0.864

Calculated values
structure (SMILES) = C=CC[P@H](=O)[O-]
total charge = -1
E_HOMO = -4.50 eV
DFT total energy = -16593.7522 eV

=====

# 2
C3H6O2PS | ωB97M-V/def2-TZVPD

CARTESIAN COORDINATES (ANGSTROEM)
S -3.863 -0.663 0.817
P 0.698 -1.334 0.048
O -0.298 -1.210 -1.099
O -3.762 1.806 -0.281
C 0.352 0.310 0.923
C -3.802 0.730 0.200
C 2.170 -0.495 -0.797
H 2.687 -1.155 -1.450
H -0.391 0.299 1.662
H 0.111 0.873 0.047
H 3.005 -0.141 -0.127
H 1.310 0.598 1.355
H 1.783 0.382 -1.296

Calculated values
total charge = -1
E_HOMO = -2.42 eV
DFT total energy = -27428.4133 eV

=====

# 3
C3H6O2S | ωB97M-V/def2-TZVPD

CARTESIAN COORDINATES (ANGSTROEM)
S 1.070 1.786 -0.221
O 0.675 -1.229 0.867
O -0.541 -0.793 -2.386
C -0.275 0.583 -0.378
C 0.154 -0.382 -1.512
C -0.402 -0.352 0.900
H -1.426 -0.760 0.745
H 0.554 2.506 0.805
H -0.371 0.253 1.820
H 1.256 -0.683 -1.401
H 0.523 -1.976 1.452
H -1.215 1.049 -0.689

Calculated values
structure (SMILES) = O=C[C@H](S)CO
total charge = 0
E_HOMO = -9.36 eV
DFT total energy = -18137.3439 eV

=====

# 4
C3H6O2S | ωB97M-V/def2-TZVPD

CARTESIAN COORDINATES (ANGSTROEM)
S -3.788 -0.314 -0.240
O -1.429 0.764 -0.407
O 0.487 -0.415 -0.526
C -0.090 0.742 -0.019
C 1.846 -0.548 -0.135
C -2.224 -0.155 0.093
H 1.994 -0.563 0.927
H 2.437 0.258 -0.501
H -1.720 -0.821 0.793
H 0.307 1.716 -0.449
H -0.014 0.822 1.045
H 2.196 -1.488 -0.581

Calculated values
structure (SMILES) = COCOC=S
total charge = 0
E_HOMO = -8.79 eV
DFT total energy = -18136.9600 eV

=====

Result set for max |F|: 3.507, 3.835, 2.446, 1.826 eV/A, one per record in the order listed.
Result set for relative energy (zero: lowest compared OMol25 entry of this formula, charge and spin): 12.0, 43.4, 37.0, 45.8 kcal/mol, one per record in the order listed.
Result set for frontier orbital gap: 8.482, 5.357, 9.989, 9.306 eV, one per record in the order listed.